{
  "formula": "C10H12N3O2",
  "method": "ωB97M-V/def2-TZVPD",
  "symbols": ["C", "C", "C", "C", "C", "C", "C", "C", "C", "C", "N", "N", "N", "O", "O", "H", "H", "H", "H", "H", "H", "H", "H", "H", "H", "H", "H"],
  "coordinates": [[-0.728, 3.238, -2.803], [-1.756, 3.530, -1.853], [0.148, 2.136, -2.601], [-1.874, 2.677, -0.747], [0.033, 1.300, -1.462], [-0.896, 1.760, -0.477], [-0.279, 0.361, 1.387], [0.499, -4.645, 0.001], [0.550, -3.382, -0.174], [1.878, -0.305, 2.116], [-0.839, 1.272, 0.833], [0.371, -0.385, 2.150], [-0.036, -1.620, 2.597], [-0.247, -2.244, -0.113], [1.050, -2.354, -0.775], [-0.544, 3.844, -3.580], [-2.527, 4.206, -1.968], [0.729, 1.888, -3.531], [-2.668, 2.981, 0.076], [0.760, 0.461, -1.320], [1.250, -5.093, -0.608], [-0.187, -5.016, 0.749], [2.046, 0.349, 1.274], [2.056, -0.013, 3.155], [2.266, -1.342, 1.945], [-0.850, -1.881, 2.138], [-0.204, -1.721, 3.588]],
  "charge": 1,
  "relative_energy_kcal_mol": 146.1,
  "lumo_energy_ev": -4.052
}



{
  "formula": "C36H45GeN6OPb",
  "method": "ωB97M-V/def2-TZVPD",
  "symbols": ["Pb", "C", "C", "N", "C", "C", "N", "C", "C", "N", "C", "C", "N", "C", "C", "C", "C", "C", "C", "C", "N", "H", "H", "H", "H", "H", "H", "H", "H", "H", "H", "H", "H", "H", "H", "H", "H", "H", "H", "H", "H", "H", "H", "H", "C", "N", "C", "C", "O", "H", "H", "H", "H", "H", "H", "H", "C", "C", "C", "C", "C", "C", "Ge", "C", "C", "C", "C", "C", "C", "C", "C", "C", "C", "C", "C", "H", "H", "H", "H", "H", "H", "H", "H", "H", "H", "H", "H", "H", "H", "H"],
  "coordinates": [[0.716, -0.837, 3.616], [-1.741, 2.641, 2.487], [-0.785, 1.507, 2.284], [-1.082, 0.274, 2.577], [-2.319, -0.351, 2.869], [-2.174, -1.904, 2.915], [-0.858, -2.312, 2.266], [-0.479, -3.751, 2.172], [0.235, -4.287, 3.374], [1.417, -3.606, 3.900], [2.656, -3.780, 3.172], [2.901, -3.017, 1.839], [2.487, -1.621, 1.922], [3.225, -0.632, 1.582], [4.722, -0.803, 1.201], [2.617, 0.707, 1.460], [3.288, 1.908, 1.073], [2.454, 3.053, 1.018], [1.075, 2.969, 1.296], [0.552, 1.722, 1.789], [1.409, 0.723, 1.977], [-2.124, 2.578, 3.476], [-2.609, 2.473, 1.781], [-1.377, 3.632, 2.294], [-3.089, -0.039, 2.121], [-2.709, -0.151, 3.890], [-3.016, -2.358, 2.362], [-2.234, -2.277, 3.972], [-0.784, -1.846, 1.316], [0.080, -3.908, 1.250], [-1.376, -4.356, 2.085], [0.382, -5.345, 3.121], [-0.509, -4.416, 4.195], [1.541, -3.875, 4.883], [2.799, -4.823, 2.970], [3.487, -3.487, 3.756], [2.353, -3.519, 1.027], [4.053, -3.096, 1.639], [5.151, -1.172, 2.204], [5.211, 0.170, 0.945], [4.913, -1.592, 0.440], [4.318, 1.766, 0.753], [2.966, 3.983, 0.835], [0.443, 3.825, 1.209], [4.345, 1.262, 7.513], [3.693, 1.592, 6.212], [4.061, 2.859, 5.429], [2.612, 0.915, 5.895], [1.810, 1.190, 4.973], [5.336, 1.700, 7.527], [4.501, 0.181, 7.585], [3.823, 1.579, 8.495], [5.072, 2.716, 5.092], [3.896, 3.720, 6.090], [3.374, 2.980, 4.600], [2.440, -0.015, 6.503], [1.570, 1.802, -6.623], [0.593, 1.102, -7.247], [-0.579, 0.741, -6.520], [-0.627, 0.925, -5.141], [0.272, 1.913, -4.603], [1.376, 2.205, -5.316], [-2.057, 0.234, -3.928], [-2.945, -1.395, -4.758], [-2.267, -2.183, -5.698], [-2.865, -3.366, -6.152], [-4.088, -3.814, -5.708], [-4.743, -3.082, -4.778], [-4.168, -1.878, -4.309], [-3.400, 1.693, -4.098], [-4.404, 1.650, -5.059], [-5.207, 2.763, -5.175], [-5.164, 3.817, -4.212], [-4.134, 3.856, -3.334], [-3.190, 2.804, -3.283], [2.459, 2.043, -7.177], [0.599, 0.709, -8.258], [-1.405, 0.287, -7.014], [0.194, 2.467, -3.682], [2.133, 2.751, -4.725], [-1.274, -1.923, -6.025], [-2.391, -4.045, -6.941], [-4.465, -4.741, -6.121], [-5.630, -3.447, -4.348], [-4.837, -1.211, -3.735], [-4.427, 0.830, -5.795], [-5.856, 2.809, -6.062], [-5.811, 4.727, -4.233], [-4.037, 4.660, -2.590], [-2.373, 2.847, -2.576]],
  "charge": 2,
  "relative_energy_kcal_mol": 0.0,
  "multiplicity": 2,
  "lumo_energy_ev": [-6.585, -6.585]
}



{
  "formula": "C12H32B2F8FeO12S4",
  "method": "ωB97M-V/def2-TZVPD",
  "symbols": ["Fe", "B", "F", "F", "F", "F", "B", "F", "F", "F", "F", "O", "S", "O", "O", "C", "C", "C", "H", "H", "H", "H", "H", "H", "H", "H", "O", "S", "O", "O", "C", "C", "C", "H", "H", "H", "H", "H", "H", "H", "H", "O", "S", "O", "O", "C", "C", "C", "H", "H", "H", "H", "H", "H", "H", "H", "O", "S", "O", "O", "C", "C", "C", "H", "H", "H", "H", "H", "H", "H", "H"],
  "coordinates": [[-15.411, -19.441, 0.499], [-14.521, -18.150, -1.846], [-15.855, -18.279, -1.379], [-14.246, -19.178, -2.774], [-14.234, -16.912, -2.335], [-13.767, -18.448, -0.654], [-15.101, -17.757, 2.517], [-16.210, -18.237, 3.242], [-14.273, -18.854, 2.171], [-15.606, -17.393, 1.224], [-14.471, -16.713, 3.126], [-16.153, -20.875, 1.925], [-16.298, -22.165, 2.539], [-17.565, -22.731, 2.861], [-15.570, -23.192, 1.531], [-15.857, -24.577, 1.631], [-14.629, -25.380, 1.214], [-15.141, -22.299, 3.929], [-16.691, -24.841, 0.974], [-16.208, -24.898, 2.615], [-14.872, -26.438, 1.324], [-13.758, -25.116, 1.809], [-14.457, -25.228, 0.147], [-15.101, -23.360, 4.176], [-15.453, -21.720, 4.793], [-14.173, -21.986, 3.547], [-18.178, -22.060, -1.396], [-16.869, -21.610, -1.812], [-16.084, -20.895, -0.843], [-15.927, -22.876, -2.259], [-16.626, -24.122, -2.494], [-15.651, -24.998, -3.256], [-16.955, -20.693, -3.315], [-17.581, -23.941, -2.982], [-16.777, -24.571, -1.507], [-15.954, -26.044, -3.296], [-14.651, -24.925, -2.832], [-15.572, -24.663, -4.293], [-17.522, -19.795, -3.065], [-17.398, -21.286, -4.109], [-15.939, -20.396, -3.579], [-17.497, -18.960, 0.492], [-18.585, -18.204, -0.065], [-19.162, -18.608, -1.308], [-19.754, -18.165, 1.039], [-19.405, -17.866, 2.410], [-19.807, -19.092, 3.228], [-18.185, -16.453, -0.167], [-19.959, -16.970, 2.689], [-18.337, -17.691, 2.552], [-19.884, -18.855, 4.292], [-19.112, -19.904, 3.029], [-20.818, -19.405, 2.961], [-17.797, -16.082, 0.778], [-19.131, -15.966, -0.398], [-17.487, -16.276, -0.981], [-13.686, -20.795, 0.437], [-12.395, -21.407, 0.503], [-11.228, -20.610, 0.322], [-12.353, -22.169, 1.945], [-11.104, -22.818, 2.311], [-11.173, -22.975, 3.823], [-12.372, -22.814, -0.650], [-10.324, -22.144, 1.950], [-11.039, -23.774, 1.786], [-10.385, -23.625, 4.205], [-12.165, -23.361, 4.041], [-10.949, -22.025, 4.307], [-11.871, -23.645, -0.166], [-11.992, -22.456, -1.598], [-13.429, -23.089, -0.676]],
  "relative_energy_kcal_mol": 16.7,
  "multiplicity": 5,
  "lumo_energy_ev": [-0.017, -0.017]
}



{
  "formula": "C21H30N2SiTi",
  "method": "ωB97M-V/def2-TZVPD",
  "symbols": ["C", "C", "C", "H", "C", "C", "H", "H", "H", "H", "Ti", "C", "H", "H", "H", "Si", "C", "C", "H", "C", "H", "C", "H", "C", "H", "C", "H", "C", "C", "H", "C", "H", "C", "H", "C", "H", "C", "H", "H", "H", "N", "C", "C", "C", "N", "H", "H", "H", "H", "H", "H", "H", "H", "H", "H"],
  "coordinates": [[0.736, 1.790, 3.529], [1.163, 2.022, 2.174], [-0.007, 2.268, 1.373], [2.186, 2.057, 1.822], [-1.156, 2.204, 2.236], [-0.704, 1.898, 3.563], [-1.315, 1.895, 4.464], [1.384, 1.696, 4.391], [-0.013, 2.544, 0.323], [-2.182, 2.413, 1.933], [-0.135, 0.239, 2.278], [-0.709, -0.759, -0.108], [-1.622, -0.168, 0.043], [-0.849, -1.773, 0.295], [0.159, -0.257, 0.494], [0.077, -0.684, -1.865], [1.450, -0.943, -3.240], [2.241, 0.213, -3.408], [1.884, 1.172, -3.004], [3.494, 0.156, -4.039], [4.129, 1.048, -4.047], [3.893, -1.037, -4.656], [4.869, -1.088, -5.144], [3.031, -2.145, -4.642], [3.317, -3.050, -5.183], [1.803, -2.096, -3.955], [1.121, -2.951, -3.993], [-1.160, 0.374, -2.871], [-0.920, 0.700, -4.220], [-0.072, 0.254, -4.749], [-1.766, 1.590, -4.894], [-1.539, 1.864, -5.925], [-2.892, 2.107, -4.247], [-3.532, 2.831, -4.752], [-3.233, 1.653, -2.968], [-4.145, 1.991, -2.469], [-2.409, 0.730, -2.319], [-2.754, 0.275, -1.384], [1.302, -0.165, -1.104], [-0.524, -2.066, -1.888], [1.348, -0.988, 3.148], [0.798, -1.917, 4.194], [-0.176, -1.198, 5.119], [-1.629, -1.091, 4.669], [-1.805, -0.680, 3.213], [1.865, -1.524, 2.439], [2.077, -0.386, 3.561], [0.356, -2.797, 3.701], [1.655, -2.282, 4.777], [-0.209, -1.786, 6.043], [0.201, -0.207, 5.421], [-2.156, -2.053, 4.788], [-2.180, -0.357, 5.276], [-2.613, -0.041, 3.132], [-2.128, -1.498, 2.676]],
  "charge": 1,
  "relative_energy_kcal_mol": 93.0,
  "multiplicity": 2,
  "lumo_energy_ev": [-4.624, -4.362]
}